The following is a quantum chemistry calculation of the molecule C18H21FN2O4 in a non-equilibrium geometry, from the Open Molecules 2025 dataset.

LUMO level (Eh): 0.0185
E_HOMO (eV): -8.52
SMILES string: CCOC(=O)N1CCC(NC(=O)c2oc3c(F)cccc3c2C)CC1
Electronic energy (eV): -32895.87247
Gap between HOMO and LUMO (eV): 9.03
Net charge: 0

Bonds (Å) are listed after each position.
Geometry (Å):
1 C -0.03914 -4.06483 1.02153  C2 1.521, H26 1.088, H27 1.086, H28 1.088
2 C 0.12764 -2.89964 0.05808  C1 1.521, O3 1.427, H29 1.094, H30 1.092
3 O -1.10284 -2.20265 -0.13067  C2 1.427, C4 1.354
4 C -1.34875 -1.18959 0.73357  O3 1.354, O5 1.209, N6 1.355
5 O -0.55488 -0.79418 1.55571  C4 1.209
6 N -2.59399 -0.67852 0.57435  C4 1.355, C7 1.444, C25 1.450
7 C -3.47322 -1.04463 -0.51135  N6 1.444, C8 1.543, H31 1.089, H32 1.094
8 C -3.29703 -0.09021 -1.71027  C7 1.543, C9 1.532, H33 1.090, H34 1.091
9 C -2.71373 1.24491 -1.23592  C8 1.532, N10 1.451, C24 1.536, H35 1.098
10 N -1.27097 1.12067 -1.13887  C9 1.451, C11 1.351, H36 1.008
11 C -0.45969 2.04583 -0.58164  N10 1.351, O12 1.219, C13 1.475
12 O -0.82045 3.15955 -0.24310  C11 1.219
13 C 0.92500 1.56318 -0.41840  C11 1.475, O14 1.372, C22 1.367
14 O 1.24833 0.33552 -0.93989  C13 1.372, C15 1.346
15 C 2.53088 0.10589 -0.60162  O14 1.346, C16 1.388, C21 1.409
16 C 3.32576 -0.99469 -0.89233  C15 1.388, F17 1.351, C18 1.378
17 F 2.83928 -2.03074 -1.61074  C16 1.351
18 C 4.62589 -1.01963 -0.43740  C16 1.378, C19 1.396, H37 1.078
19 C 5.13768 0.04785 0.30245  C18 1.396, C20 1.376, H38 1.079
20 C 4.36940 1.15091 0.59825  C19 1.376, C21 1.394, H39 1.078
21 C 3.05203 1.18338 0.14208  C15 1.409, C20 1.394, C22 1.433
22 C 1.97835 2.12708 0.24623  C13 1.367, C21 1.433, C23 1.483
23 C 2.02162 3.43453 0.94580  C22 1.483, H40 1.089, H41 1.089, H42 1.085
24 C -3.33082 1.61687 0.12052  C9 1.536, C25 1.535, H43 1.091, H44 1.089
25 C -2.90974 0.59707 1.18826  N6 1.450, C24 1.535, H45 1.092, H46 1.095
26 H -0.81125 -4.74297 0.66552  C1 1.088
27 H 0.89939 -4.60542 1.10305  C1 1.086
28 H -0.31997 -3.69400 2.00458  C1 1.088
29 H 0.87449 -2.19895 0.44305  C2 1.094
30 H 0.42102 -3.24476 -0.93535  C2 1.092
31 H -3.27504 -2.07565 -0.80025  C7 1.089
32 H -4.49564 -0.98071 -0.12708  C7 1.094
33 H -4.26266 0.07943 -2.18646  C8 1.090
34 H -2.63211 -0.53057 -2.45480  C8 1.091
35 H -2.94138 2.03959 -1.95894  C9 1.098
36 H -0.86783 0.22260 -1.35743  N10 1.008
37 H 5.23952 -1.87705 -0.66261  C18 1.078
38 H 6.15977 -0.00390 0.64437  C19 1.079
39 H 4.76851 1.97390 1.16915  C20 1.078
40 H 2.79649 4.06554 0.51224  C23 1.089
41 H 2.25741 3.28430 1.99846  C23 1.089
42 H 1.06021 3.93033 0.85657  C23 1.085
43 H -4.41506 1.63536 0.00343  C24 1.091
44 H -2.99657 2.61153 0.41014  C24 1.089
45 H -2.01421 0.92976 1.71638  C25 1.092
46 H -3.71171 0.45771 1.92139  C25 1.095